This record from the OMol25 dataset describes a 2-piece molecular cluster, C6H12O overall. The level of theory is ωB97M-V/def2-TZVPD.

Element x y z (Å)
C  -2.398  -0.391  0.479
C  -0.883  -0.294  0.465
O  -0.416  -0.771  1.707
C  -0.296  -1.085  -0.699
C  0.158  -0.436  -1.950
C  1.162  -1.051  -1.026
C  2.298  1.517  0.644
H  -2.814  -0.015  -0.462
H  -2.807  0.192  1.309
H  -2.702  -1.435  0.608
H  -0.594  0.761  0.324
H  0.550  -0.774  1.671
H  -0.679  -2.108  -0.765
H  0.216  0.655  -1.948
H  0.003  -0.859  -2.940
H  2.354  0.557  0.118
H  1.322  1.985  0.489
H  3.071  2.183  0.259
H  2.455  1.367  1.715

Energy above the lowest of the compared OMol25 structures with the same formula, charge and spin, kJ/mol: 470.63
Frontier orbital gap, eV: 8.68
Max |F|, eV/Å: 0.36
Spin multiplicity: 1

Computed Mulliken charges, given in elementary charges:
1. C -1.47
2. C 0.60
3. O -0.55
4. C 0.02
5. C -0.41
6. C -0.56
7. C -0.87
8. H 0.35
9. H 0.36
10. H 0.35
11. H 0.01
12. H 0.35
13. H 0.37
14. H 0.20
15. H 0.28
16. H 0.18
17. H 0.19
18. H 0.33
19. H 0.27

=====

This record from the OMol25 dataset describes one molecule with the formula CH4N2OS2. The level of theory is ωB97M-V/def2-TZVPD.

Element x y z (Å)
C  -0.685  0.016  0.199
H  1.097  2.481  0.857
H  -1.094  1.847  -0.368
H  -0.116  -1.769  0.700
H  1.857  -2.014  -1.005
N  -0.405  1.273  0.007
N  0.331  -0.843  0.516
O  0.964  1.894  -0.111
S  -2.232  -0.453  -0.137
S  1.930  -0.723  -0.123

Energy above the lowest of the compared OMol25 structures with the same formula, charge and spin, kJ/mol: 331.99
Frontier orbital gap, eV: 8.62
Max |F|, eV/Å: 4.96
Spin multiplicity: 1
SMILES string: ONC(=S)NS

Computed Mulliken charges, given in elementary charges:
1. C 0.42
2. H 0.37
3. H 0.20
4. H 0.29
5. H 0.15
6. N -0.13
7. N -0.30
8. O -0.45
9. S -0.44
10. S -0.11

=====

This record from the OMol25 dataset describes C24H43IrN2OP3S as an isolated structure. The level of theory is ωB97M-V/def2-TZVPD.

Element x y z (Å)
Ir  -0.260  -0.770  -1.092
P  -2.018  0.119  -2.166
P  -1.470  -0.967  0.857
P  1.674  0.501  -1.779
H  -0.477  -3.458  0.167
C  0.183  -3.025  -0.585
C  1.264  -2.181  -0.203
H  1.400  -1.897  0.846
C  -3.078  -1.313  -2.620
C  -3.175  1.242  -1.321
C  -1.486  0.938  -3.702
C  -0.669  -1.798  2.288
C  -2.200  0.442  1.785
C  -2.956  -2.037  0.614
C  3.138  0.459  -0.678
C  1.545  2.293  -2.128
C  2.437  -0.073  -3.351
H  0.316  -3.603  -1.505
H  2.176  -2.244  -0.801
H  -3.486  -1.162  -3.627
H  -3.907  -1.402  -1.914
H  -2.514  -2.255  -2.608
H  -3.833  1.709  -2.069
H  -2.642  2.045  -0.789
H  -3.807  0.691  -0.616
H  -1.959  0.443  -4.559
H  -0.397  0.867  -3.823
H  -1.787  1.994  -3.681
H  -1.417  -1.958  3.077
H  0.125  -1.159  2.693
H  -0.239  -2.765  2.020
H  -3.020  0.076  2.421
H  -2.605  1.213  1.126
H  -1.451  0.914  2.435
H  -3.267  -2.449  1.585
H  -2.720  -2.869  -0.058
H  -3.797  -1.469  0.201
H  3.997  0.920  -1.186
H  3.386  -0.577  -0.424
H  2.929  1.013  0.242
H  2.485  2.646  -2.579
H  1.386  2.823  -1.181
H  0.722  2.499  -2.825
H  3.419  0.399  -3.479
H  1.787  0.198  -4.194
H  2.550  -1.163  -3.330
C  0.075  -2.767  -4.387
C  -1.122  -3.153  -5.004
C  -1.074  -4.045  -6.069
C  0.158  -4.553  -6.508
C  1.338  -4.212  -5.834
C  1.303  -3.338  -4.756
O  0.057  -1.674  -3.561
H  -0.140  -1.862  -2.516
H  -2.052  -2.690  -4.670
H  -2.005  -4.334  -6.567
H  0.190  -5.207  -7.381
H  2.301  -4.625  -6.150
H  2.200  -3.036  -4.212
N  -1.084  3.469  -0.192
C  -0.292  3.049  0.842
N  0.512  2.003  0.838
C  1.056  1.771  2.102
C  1.844  0.678  2.508
C  2.326  0.634  3.816
C  1.987  1.644  4.735
C  1.161  2.706  4.352
C  0.671  2.743  3.053
S  -0.480  3.882  2.362
H  -1.494  4.388  -0.058
H  -0.815  3.226  -1.144
H  2.059  -0.116  1.791
H  2.969  -0.195  4.122
H  2.369  1.598  5.753
H  0.895  3.512  5.030

<S²>: 6.0499
Energy above the lowest of the compared OMol25 structures with the same formula, charge and spin, kJ/mol: 43.77
Frontier orbital gap (spin up / spin down), eV: 6.30 / 4.91
Max |F|, eV/Å: 3.49
Spin multiplicity: 5
Charge: +3

Computed Mulliken charges, given in elementary charges:
1. Ir 2.16
2. P 1.22
3. P 0.46
4. P 0.74
5. H 0.29
6. C -1.64
7. C -0.35
8. H 0.19
9. C -1.79
10. C -1.21
11. C -1.05
12. C -1.46
13. C -1.22
14. C -1.31
15. C -1.27
16. C -1.42
17. C -0.89
18. H 0.36
19. H 0.75
20. H 0.53
21. H 0.49
22. H 0.30
23. H 0.57
24. H 0.11
25. H 0.42
26. H 0.45
27. H 0.00
28. H 0.47
29. H 0.55
30. H 0.22
31. H 0.48
32. H 0.59
33. H 0.25
34. H 0.20
35. H 0.51
36. H 0.31
37. H 0.37
38. H 0.61
39. H 0.37
40. H 0.20
41. H 0.55
42. H 0.29
43. H 0.32
44. H 0.63
45. H 0.38
46. H -0.13
47. C 0.58
48. C 0.10
49. C -0.71
50. C -0.47
51. C -0.66
52. C -0.21
53. O -0.07
54. H -0.73
55. H 0.13
56. H 0.45
57. H 0.45
58. H 0.44
59. H 0.43
60. N -0.22
61. C 0.10
62. N 0.24
63. C -0.67
64. C -0.10
65. C -0.69
66. C -0.54
67. C -0.42
68. C 0.86
69. S -0.12
70. H 0.26
71. H 0.17
72. H 0.35
73. H 0.49
74. H 0.45
75. H 0.48

=====

This record from the OMol25 dataset describes C21H37Br4CaF9MgN4O10PS2 as an isolated structure. The level of theory is ωB97M-V/def2-TZVPD.

Element x y z (Å)
C  4.589  -0.668  5.435
P  4.105  -1.651  3.983
C  4.142  -0.598  2.473
S  2.164  -2.499  4.278
O  1.617  -2.787  2.990
O  2.558  -3.715  5.024
N  1.269  -1.650  5.246
S  0.745  -0.284  4.626
O  -0.669  -0.236  4.571
O  1.466  0.080  3.433
F  1.182  0.728  5.727
H  5.651  -0.839  5.590
H  4.055  -1.092  6.287
H  4.352  0.392  5.351
H  5.113  -0.787  1.961
H  3.314  -0.848  1.800
H  4.053  0.478  2.773
Br  -4.640  -0.472  7.328
C  -2.991  -1.219  6.629
C  -3.059  -2.724  6.607
Br  -2.852  -3.540  8.354
H  -2.176  -0.854  7.245
H  -2.889  -0.826  5.620
H  -2.244  -3.132  6.005
H  -4.024  -3.078  6.227
Ca  5.206  1.178  1.203
C  -7.833  -3.326  3.954
O  -8.859  -3.359  3.313
N  -6.856  -4.294  3.823
N  -7.547  -2.342  4.862
H  -5.987  -4.262  4.339
H  -7.026  -5.052  3.187
H  -8.238  -1.624  4.993
H  -6.706  -2.307  5.408
Br  2.545  -5.236  6.448
Mg  -4.022  -4.857  5.096
C  -1.479  0.739  1.090
O  -1.596  2.047  0.535
C  -0.801  2.268  -0.506
O  -0.022  1.476  -0.986
O  -1.000  3.507  -0.937
C  -0.220  3.846  -2.091
H  -2.180  0.680  1.917
H  -1.749  -0.012  0.349
H  -0.474  0.552  1.466
H  -0.482  3.199  -2.924
H  0.845  3.772  -1.879
H  -0.465  4.873  -2.345
C  0.171  1.786  -7.869
C  1.410  0.992  -8.318
C  1.979  -0.057  -7.355
F  2.425  0.504  -6.212
F  3.033  -0.669  -7.943
F  2.385  1.840  -8.697
F  1.029  0.292  -9.427
O  0.362  3.093  -7.357
C  0.623  3.339  -6.035
C  1.974  4.038  -5.849
F  2.931  3.232  -6.329
F  2.164  4.240  -4.516
F  0.523  2.214  -5.289
F  -0.339  4.182  -5.584
H  -0.394  1.948  -8.785
H  -0.471  1.188  -7.221
H  1.226  -0.812  -7.116
H  1.977  4.993  -6.367
C  5.285  -1.244  -4.466
C  6.477  -0.474  -3.921
C  7.353  0.059  -5.042
O  7.248  -1.317  -3.050
H  5.625  -2.105  -5.047
H  4.666  -1.624  -3.651
H  4.667  -0.615  -5.108
H  6.125  0.358  -3.305
H  7.747  -0.768  -5.638
H  8.205  0.605  -4.637
H  6.793  0.724  -5.699
H  7.566  -2.059  -3.577
N  -5.434  2.011  2.358
C  -6.040  1.072  3.079
C  -6.460  -0.146  2.564
C  -6.238  -0.405  1.220
C  -5.610  0.564  0.454
C  -5.229  1.749  1.069
H  -6.199  1.313  4.126
H  -6.946  -0.864  3.209
H  -6.553  -1.342  0.780
H  -5.420  0.410  -0.600
H  -4.734  2.533  0.507
Br  4.211  5.575  -5.232

Energy above the lowest of the compared OMol25 structures with the same formula, charge and spin, kJ/mol: 0.00
Frontier orbital gap, eV: 1.53
Max |F|, eV/Å: 2.52
Spin multiplicity: 1
Charge: +1

Computed Mulliken charges, given in elementary charges:
1. C -1.02
2. P 0.05
3. C -1.33
4. S 0.84
5. O -0.53
6. O -0.34
7. N -0.47
8. S 1.15
9. O -0.51
10. O -0.54
11. F -0.24
12. H 0.38
13. H 0.33
14. H 0.37
15. H 0.48
16. H 0.53
17. H 0.28
18. Br -0.14
19. C -0.59
20. C 0.20
21. Br -0.07
22. H 0.47
23. H 0.18
24. H 0.50
25. H -0.46
26. Ca 1.43
27. C 0.74
28. O -0.62
29. N -0.07
30. N -0.35
31. H -0.12
32. H 0.13
33. H 0.22
34. H 0.06
35. Br 0.25
36. Mg 0.17
37. C -0.48
38. O -0.32
39. C 0.78
40. O -0.60
41. O -0.35
42. C -0.58
43. H 0.19
44. H 0.35
45. H 0.14
46. H 0.21
47. H 0.30
48. H 0.33
49. C -0.73
50. C 0.91
51. C 0.06
52. F -0.19
53. F -0.29
54. F -0.26
55. F -0.33
56. O -0.40
57. C 0.70
58. C 0.03
59. F -0.10
60. F -0.18
61. F -0.26
62. F -0.33
63. H 0.41
64. H 0.33
65. H 0.30
66. H 0.39
67. C -1.02
68. C 0.41
69. C -1.26
70. O -0.58
71. H 0.34
72. H 0.32
73. H 0.16
74. H 0.23
75. H 0.35
76. H 0.32
77. H 0.36
78. H 0.37
79. N -0.55
80. C -0.41
81. C 0.22
82. C -0.32
83. C -0.36
84. C -0.38
85. H 0.40
86. H 0.15
87. H 0.43
88. H 0.41
89. H 0.43
90. Br -0.40

=====

This record from the OMol25 dataset describes a 4-piece molecular cluster, C17H30F9NO8P overall. The level of theory is ωB97M-V/def2-TZVPD.

Element x y z (Å)
C  -3.200  -2.199  2.269
C  -3.970  -1.094  1.522
C  -4.560  0.037  2.388
N  -6.007  0.096  2.304
P  -6.890  -1.194  3.233
O  -8.370  -0.220  3.007
C  -9.209  -0.893  2.121
C  -8.290  -1.411  1.032
O  -7.266  -2.057  1.736
H  -3.560  -3.191  1.993
H  -2.127  -2.151  2.072
H  -3.342  -2.107  3.348
H  -3.284  -0.646  0.794
H  -4.794  -1.524  0.953
H  -4.173  0.998  2.028
H  -4.186  -0.071  3.427
H  -6.330  0.972  2.696
H  -7.670  -2.174  3.958
H  -6.618  -0.501  4.483
H  -5.701  -1.980  3.361
H  -10.028  -0.254  1.766
H  -9.667  -1.769  2.622
H  -7.866  -0.559  0.476
H  -8.779  -2.104  0.335
C  3.419  -2.342  1.097
C  3.635  -2.481  2.586
O  2.720  -1.639  3.324
C  1.485  -2.102  3.460
O  1.053  -3.140  3.060
C  0.638  -1.087  4.268
F  0.867  0.167  3.853
F  0.985  -1.161  5.567
F  -0.650  -1.345  4.150
H  3.485  -1.297  0.798
H  4.184  -2.904  0.560
H  2.443  -2.729  0.809
H  4.618  -2.124  2.887
H  3.512  -3.512  2.918
C  7.087  1.174  -3.964
C  6.991  -0.215  -3.378
O  5.736  -0.364  -2.665
C  4.654  -0.510  -3.408
O  4.590  -0.570  -4.600
C  3.406  -0.625  -2.497
F  3.430  0.273  -1.510
F  3.362  -1.847  -1.938
F  2.298  -0.450  -3.209
H  6.943  1.913  -3.178
H  8.065  1.334  -4.418
H  6.324  1.322  -4.726
H  7.745  -0.395  -2.616
H  7.062  -0.988  -4.142
C  0.905  3.576  -2.098
C  1.178  3.522  -3.582
O  2.379  4.271  -3.924
C  3.519  3.648  -3.713
O  3.686  2.546  -3.279
C  4.714  4.520  -4.173
F  4.613  5.792  -3.781
F  4.793  4.498  -5.512
F  5.838  4.005  -3.677
H  0.825  4.609  -1.760
H  -0.037  3.069  -1.886
H  1.693  3.078  -1.536
H  0.395  4.007  -4.158
H  1.300  2.499  -3.934

Frontier orbital gap, eV: 5.34
Max |F|, eV/Å: 0.29
Spin multiplicity: 1
Charge: -1

Computed Mulliken charges, given in elementary charges:
1. C -0.96
2. C -0.37
3. C -0.79
4. N -0.50
5. P -0.20
6. O -0.51
7. C -0.46
8. C -0.43
9. O -0.45
10. H 0.31
11. H 0.14
12. H 0.34
13. H 0.42
14. H 0.26
15. H 0.35
16. H 0.37
17. H 0.25
18. H 0.07
19. H 0.05
20. H -0.08
21. H 0.31
22. H 0.29
23. H 0.27
24. H 0.35
25. C -0.96
26. C -0.40
27. O -0.32
28. C 0.37
29. O -0.52
30. C 0.88
31. F -0.26
32. F -0.27
33. F -0.19
34. H 0.24
35. H 0.41
36. H 0.34
37. H 0.32
38. H 0.34
39. C -1.03
40. C -0.30
41. O -0.31
42. C 0.29
43. O -0.57
44. C 1.13
45. F -0.25
46. F -0.27
47. F -0.27
48. H 0.27
49. H 0.45
50. H 0.25
51. H 0.33
52. H 0.32
53. C -1.08
54. C -0.18
55. O -0.34
56. C 0.34
57. O -0.46
58. C 0.86
59. F -0.26
60. F -0.27
61. F -0.22
62. H 0.33
63. H 0.38
64. H 0.26
65. H 0.31
66. H 0.29